DFT (ωB97M-V with the def2-TZVPD basis set) results for a structure of composition C57H61GeNOP2ReS.

CARTESIAN COORDINATES (ANGSTROEM)
Re 1.030403 0.438272 -0.804041
C -1.081604 -2.342593 0.134385
N -2.237952 -1.695292 0.672133
C -2.244282 -0.251199 0.593189
P -1.497054 0.496660 2.129568
C -2.968999 1.064870 3.025594
C -3.790343 2.087051 2.540882
C -4.977003 2.390178 3.190739
C -5.356866 1.668775 4.321019
C -4.548329 0.652806 4.804963
C -3.351746 0.354102 4.160151
C -0.686188 1.998246 1.516395
C -0.343938 2.980331 2.443204
C 0.428357 4.076434 2.075052
C 0.884669 4.234767 0.762676
C 0.534530 3.298157 -0.179756
C -0.213784 2.153969 0.193923
C -3.361653 -2.448221 1.127658
C -4.555668 -1.808037 1.445903
C -5.642631 -2.539713 1.909206
C -5.571646 -3.914430 2.061461
C -4.387525 -4.552390 1.744355
C -3.288670 -3.831993 1.285559
P 0.574964 -1.557280 0.370548
C 0.979073 -1.725955 2.175580
C 0.141028 -2.379639 3.022393
C 0.552693 -2.632106 4.345987
C 1.803328 -2.249129 4.848064
C 2.643542 -1.571055 4.021692
C 2.285139 -1.224598 2.645713
C 1.626820 -2.930095 -0.248926
C 2.037696 -3.994338 0.566051
C 2.753916 -5.057773 0.033636
C 3.055259 -5.084393 -1.321457
C 2.640060 -4.046010 -2.142252
C 1.939329 -2.974544 -1.607283
H -1.111280 -2.437307 -0.965003
H -0.960284 -3.345425 0.524363
H -3.237195 0.167339 0.461266
H -1.689244 0.022834 -0.298318
H -3.511393 2.646971 1.651272
H -5.608778 3.187967 2.819795
H -6.286037 1.906466 4.824889
H -4.843532 0.096304 5.685910
H -2.719981 -0.440300 4.543239
H -0.697256 2.894594 3.465811
H 0.661632 4.835605 2.815611
H 1.456396 5.110518 0.480807
H 0.783368 3.462313 -1.219390
H -0.747139 1.635036 -0.631428
H -4.662457 -0.734306 1.349904
H -6.559972 -2.015948 2.152321
H -6.425191 -4.477945 2.416051
H -4.307441 -5.627819 1.846190
H -2.394149 -4.387204 1.037001
H -0.842663 -2.710186 2.700685
H -0.128097 -3.170476 5.001956
H 2.092197 -2.503436 5.860143
H 3.635128 -1.308550 4.363275
H 3.060860 -1.701379 2.017059
H 1.787768 -4.028890 1.618479
H 3.063176 -5.875495 0.675733
H 3.603942 -5.920956 -1.737970
H 2.850638 -4.075453 -3.204762
H 1.622815 -2.181752 -2.261722
O 2.846778 -0.112971 -1.426361
S 3.912667 1.000714 -1.892855
C 5.464742 0.310708 -1.309491
C 5.888849 -0.706642 -2.369735
C 5.648176 -0.001643 -3.702529
C 4.240779 0.613111 -3.633825
H 5.281975 -0.078997 -0.308511
H 6.148857 1.163084 -1.247595
H 5.271917 -1.603513 -2.287103
H 6.927847 -1.000197 -2.230724
H 5.714546 -0.681259 -4.549804
H 6.387480 0.784592 -3.855193
H 3.443760 -0.088007 -3.890177
H 4.097710 1.528336 -4.206615
C 0.074063 -1.529487 -3.968096
Ge -0.255386 0.122183 -3.007869
C 0.524465 1.575562 -4.026509
C 1.541183 2.356441 -3.477394
C 2.107980 3.426762 -4.166008
C 1.648520 3.720282 -5.444123
C 0.639329 2.951963 -6.017426
C 0.080670 1.886227 -5.315606
C -2.162387 0.254033 -2.759574
C -2.821287 -0.951504 -2.768043
C -4.205915 -1.049287 -2.482713
C -4.899646 0.072747 -2.157882
C -4.262273 1.344665 -2.125247
C -4.994727 2.504237 -1.764212
C -4.398152 3.730445 -1.733886
C -3.032792 3.853416 -2.087573
C -2.305301 2.751840 -2.440133
C -2.887842 1.454690 -2.453846
H -0.534572 -1.471740 -4.873797
H -0.204801 -2.426885 -3.419479
H 1.123608 -1.598975 -4.260029
H 1.906094 2.151372 -2.464486
H 2.889753 4.031601 -3.714955
H 2.076042 4.550039 -5.994734
H 0.283637 3.190412 -7.013162
H -0.714569 1.311366 -5.778248
H -2.285069 -1.869230 -2.993153
H -4.700247 -2.013702 -2.520754
H -5.958464 0.013998 -1.925580
H -6.048460 2.398480 -1.526204
H -4.971484 4.611344 -1.469570
H -2.571117 4.834875 -2.109057
H -1.276935 2.879257 -2.763328
C 3.036776 1.485153 4.505712
C 3.408139 1.211902 3.048692
C 4.852750 0.744876 2.876144
C 2.398665 0.341031 2.298557
H 3.714022 2.225284 4.937051
H 3.108581 0.598167 5.140869
H 2.016674 1.875063 4.591994
H 3.317705 2.170644 2.526409
H 5.094686 -0.139612 3.472467
H 5.545177 1.526256 3.192721
H 5.078940 0.513148 1.829887
H 1.404637 0.768346 2.423610
H 2.652495 0.378047 1.231952

Cartesian forces, eV/Å:
0.2 0.0 -0.2
-0.2 0.3 -0.1
-0.1 -0.1 0.2
0.0 -0.3 0.1
-0.2 -0.1 0.0
0.1 0.1 0.0
-0.1 0.1 -0.1
0.1 0.0 0.0
0.0 0.1 0.0
0.1 0.0 0.0
0.0 0.0 0.1
0.0 0.2 0.1
0.1 0.1 0.1
-0.1 -0.1 0.0
0.1 0.1 0.1
-0.1 0.0 0.0
0.3 -0.6 -0.1
0.4 0.2 -0.1
-0.2 0.1 0.1
0.0 0.2 0.0
-0.1 0.0 0.0
0.2 0.0 0.0
0.0 -0.2 0.0
0.4 0.1 -0.3
0.1 0.3 -0.4
-0.2 -0.2 0.3
-0.2 -0.1 0.0
-0.1 0.0 0.0
0.1 0.0 0.1
0.1 0.3 -0.2
0.0 -0.1 0.1
0.0 0.0 -0.1
0.0 0.0 0.0
0.0 -0.1 0.0
0.0 0.0 0.0
0.1 -0.1 0.1
0.0 -0.1 0.0
0.0 -0.2 0.0
-0.1 -0.1 -0.1
0.0 0.1 -0.1
0.0 0.0 0.0
0.0 0.0 0.0
0.0 0.0 0.0
0.0 0.0 0.0
0.0 0.0 0.0
0.0 0.0 0.0
0.0 -0.1 -0.1
0.0 -0.1 0.0
0.0 0.0 -0.1
-0.3 0.1 0.1
0.0 -0.1 0.0
0.1 0.0 0.0
0.0 0.0 0.0
0.0 0.0 0.0
-0.1 0.0 0.0
0.1 0.0 0.1
0.1 0.0 -0.1
0.0 0.0 -0.1
0.0 0.0 0.0
0.0 0.0 0.0
0.0 0.0 0.0
0.0 0.1 -0.1
0.0 0.0 0.0
0.0 0.0 0.0
0.0 0.1 0.0
0.2 0.3 0.6
0.0 -0.1 0.1
0.0 -0.3 0.0
-0.1 0.1 0.0
-0.1 0.0 0.1
0.1 -0.2 -0.1
0.1 0.0 0.0
0.0 0.0 0.0
0.0 0.0 0.0
0.0 0.0 0.0
0.0 0.0 0.0
0.0 0.0 0.0
0.0 0.0 -0.1
0.0 -0.1 0.0
0.2 -0.2 -0.1
0.0 0.3 -0.1
0.2 0.2 -0.2
-0.2 0.1 -0.1
-0.1 -0.1 0.0
0.0 0.0 0.0
0.0 -0.1 0.1
0.1 0.2 0.0
-0.2 0.1 0.2
-0.3 -0.2 0.1
0.3 -0.2 -0.1
-0.1 0.2 0.1
-0.1 -0.1 0.0
-0.1 -0.1 0.0
0.2 0.1 0.0
-0.2 0.1 0.1
0.1 -0.2 0.0
0.0 0.0 0.1
0.0 0.0 0.0
0.0 0.0 -0.1
-0.1 0.0 0.0
-0.2 0.1 -0.1
-0.1 -0.1 0.0
0.0 0.0 0.0
0.0 0.0 0.1
0.0 0.0 0.0
-0.1 0.1 0.0
0.1 0.1 0.0
0.1 0.0 0.0
0.1 0.0 0.0
0.1 0.0 0.0
0.0 -0.1 0.0
0.0 0.0 0.0
-0.1 0.0 0.0
0.1 -0.1 0.0
0.1 0.0 0.0
0.0 -0.2 0.1
0.0 0.0 -0.1
0.0 0.1 0.0
0.1 -0.1 0.0
0.0 0.1 0.0
0.0 0.1 -0.1
0.0 0.0 0.0
0.0 0.0 0.1
-0.1 0.0 0.1
0.0 0.0 0.0

Its orbital gap (alpha / beta) is 4.3 / 4.3 eV. As for the total charge: +3. Its highest occupied orbital energy (alpha / beta) is -13.97 / -13.97 eV.

These are the Mulliken partial charges, in e, on atoms 1 to 99: atom 1 (Re): -0.085, atom 2 (C): -2.267, atom 3 (N): 1.797, atom 4 (C): -1.518, atom 5 (P): 0.713, atom 6 (C): 0.872, atom 7 (C): -0.621, atom 8 (C): -0.673, atom 9 (C): -0.732, atom 10 (C): -0.637, atom 11 (C): -0.442, atom 12 (C): -0.292, atom 13 (C): -0.507, atom 14 (C): -1.094, atom 15 (C): -1.179, atom 16 (C): -0.062, atom 17 (C): 0.956, atom 18 (C): 1.069, atom 19 (C): -0.361, atom 20 (C): -1.038, atom 21 (C): -0.748, atom 22 (C): -0.871, atom 23 (C): -0.693, atom 24 (P): 2.670, atom 25 (C): -0.184, atom 26 (C): -0.276, atom 27 (C): -0.643, atom 28 (C): -1.214, atom 29 (C): -1.058, atom 30 (C): 1.566, atom 31 (C): 0.702, atom 32 (C): -0.848, atom 33 (C): -0.884, atom 34 (C): -0.808, atom 35 (C): -0.840, atom 36 (C): 0.108, atom 37 (H): 0.201, atom 38 (H): 1.090, atom 39 (H): 1.028, atom 40 (H): -0.396, atom 41 (H): 0.373, atom 42 (H): 0.488, atom 43 (H): 0.445, atom 44 (H): 0.465, atom 45 (H): 0.359, atom 46 (H): 0.664, atom 47 (H): 0.504, atom 48 (H): 0.539, atom 49 (H): 0.686, atom 50 (H): -0.888, atom 51 (H): 0.492, atom 52 (H): 0.468, atom 53 (H): 0.445, atom 54 (H): 0.442, atom 55 (H): 0.494, atom 56 (H): 0.428, atom 57 (H): 0.572, atom 58 (H): 0.516, atom 59 (H): 0.734, atom 60 (H): 0.245, atom 61 (H): 0.427, atom 62 (H): 0.496, atom 63 (H): 0.457, atom 64 (H): 0.576, atom 65 (H): -0.530, atom 66 (O): -0.655, atom 67 (S): 0.518, atom 68 (C): -0.086, atom 69 (C): -0.582, atom 70 (C): -0.924, atom 71 (C): -0.318, atom 72 (H): -0.118, atom 73 (H): 0.542, atom 74 (H): 0.139, atom 75 (H): 0.540, atom 76 (H): 0.412, atom 77 (H): 0.361, atom 78 (H): 0.036, atom 79 (H): 0.538, atom 80 (C): -1.634, atom 81 (Ge): 2.138, atom 82 (C): 0.239, atom 83 (C): 0.658, atom 84 (C): -0.800, atom 85 (C): -0.690, atom 86 (C): -0.885, atom 87 (C): -1.031, atom 88 (C): 0.836, atom 89 (C): -0.498, atom 90 (C): -1.193, atom 91 (C): -0.951, atom 92 (C): 0.852, atom 93 (C): -0.848, atom 94 (C): -0.828, atom 95 (C): -1.182, atom 96 (C): -0.100, atom 97 (C): 0.593, atom 98 (H): 0.610, atom 99 (H): 0.485